(1)
The following is a quantum chemistry calculation of an isolated molecule of C4H4S, from the OMol25 dataset.

The value obtained for the HOMO-LUMO gap (spin up / spin down) is 7.88 / 7.88 eV. The total energy comes out at -15042.6119 eV. For the energy above the lowest of the compared OMol25 structures with the same formula, charge and spin, the calculation gives 488.9 kJ/mol.

Atoms and positions in Å:
C  0.56534  0.57885  -1.12869
C  -0.81160  -0.80158  0.50513
C  -0.29287  0.55106  1.10662
C  0.51628  -0.32223  -0.05307
S  1.40348  0.17316  1.37859
H  -0.35016  0.74580  -1.64656
H  1.45682  1.26752  -1.19357
H  -0.86502  -1.57282  1.24077
H  -1.62228  -0.61976  -0.20922

(2)
The following is a quantum chemistry calculation of a cluster of 2 separate species, C11H15N in total, from the OMol25 dataset.

The value obtained for the HOMO-LUMO gap is 8.78 eV. The total energy comes out at -13139.8189 eV. For the energy above the lowest of the compared OMol25 structures with the same formula, charge and spin, the calculation gives 93.8 kJ/mol.

Atoms and positions in Å:
C  -1.68315  -2.67919  -0.33301
C  -1.56984  -1.22885  -0.74629
C  -2.50704  -0.39561  -1.34930
N  -1.91066  0.80321  -1.58380
C  -0.57240  0.73550  -1.22539
C  0.33444  1.86074  -1.26243
C  1.56519  1.56654  -0.74997
C  1.87530  0.25458  -0.26798
C  1.00999  -0.77851  -0.18428
C  -0.29888  -0.52800  -0.68792
H  -1.08556  -2.83903  0.57034
H  -1.22393  -3.32931  -1.07380
H  -2.67460  -3.05308  -0.15244
H  -3.57914  -0.58694  -1.50260
H  -2.37327  1.71691  -1.69654
H  0.10318  2.82928  -1.73774
H  2.46059  2.17820  -0.77172
H  2.93634  0.22026  -0.06150
H  1.26365  -1.79103  0.02158
C  2.18967  -0.11511  3.39166
C  0.97358  0.81195  3.13056
H  2.90736  0.05949  2.61095
H  2.78081  0.31536  4.30889
H  2.04521  -1.18124  3.46852
H  1.25423  1.80322  3.44388
H  0.09920  0.40679  3.62372
H  0.71566  0.97041  2.09752

(3)
The following is a quantum chemistry calculation of a structure of composition C11H7N2O6Ti, from the OMol25 dataset.

The value obtained for the HOMO-LUMO gap (spin up / spin down) is 5.71 / 5.77 eV. Its expectation value of S² is 0.76. Its spin multiplicity is 2. The total energy comes out at -49880.9080 eV. The net charge is +2.

Atoms and positions in Å:
O  3.03134  2.60099  3.12545
C  2.21394  1.99826  3.64306
Ti  -1.81502  1.51036  0.72005
O  -1.18222  -0.62766  2.72515
C  -1.46594  0.26193  2.03090
C  -3.63321  0.10602  0.19483
O  -4.41669  -0.61847  -0.20550
C  -3.80786  2.35460  -1.59278
O  -3.61290  2.99800  -2.51586
C  -2.76750  2.65178  2.38282
O  -3.13307  2.97712  3.43990
H  -0.48858  1.80743  1.64365
N  3.61795  -2.58073  -0.76355
C  2.81422  -1.79061  -0.00695
O  3.09764  -1.56215  1.17391
C  1.60451  -1.20005  -0.64680
C  1.26010  -1.39516  -1.98549
C  0.11141  -0.80283  -2.48447
C  -0.69189  0.00477  -1.67133
N  -0.38363  0.20025  -0.36622
C  0.75297  -0.39633  0.14042
H  4.40228  -3.03807  -0.31529
H  3.40396  -2.89450  -1.68439
H  1.88556  -1.99177  -2.62199
H  -0.19452  -0.93121  -3.51302
H  -1.58024  0.53114  -2.04093
H  0.97739  -0.17313  1.19443

(4)
The following is a quantum chemistry calculation of a cluster of 2 separate species, C10H16 in total, from the OMol25 dataset.

The value obtained for the HOMO-LUMO gap (spin up / spin down) is 2.49 / 6.64 eV. Its expectation value of S² is 0.76. Its spin multiplicity is 2. The total energy comes out at -10627.9944 eV. The net charge is -1. For the energy above the lowest of the compared OMol25 structures with the same formula, charge and spin, the calculation gives 30.5 kJ/mol.

Atoms and positions in Å:
C  -0.19621  2.03678  3.51086
C  1.75901  -0.90536  2.00514
C  1.36388  0.21104  2.82946
C  0.99526  -1.13757  0.83777
C  0.30266  1.02772  2.49852
C  -0.00235  -0.27895  0.45249
C  -0.39396  0.84045  1.28082
H  2.66373  -1.46806  2.20513
H  1.88798  0.36623  3.77625
H  1.18794  -2.01216  0.22629
H  -0.64333  -0.50110  -0.39653
H  -0.52119  1.51009  4.41099
H  -1.04718  2.62837  3.16005
H  -1.27345  1.45639  1.12299
H  0.59694  2.74521  3.74842
C  -1.13762  -0.64594  -4.39938
C  -1.10069  -1.88778  -3.50248
C  -0.83761  0.64617  -3.63606
H  -0.39210  -0.77719  -5.18579
H  -2.12306  -0.55039  -4.85456
H  -2.01537  -1.99823  -2.92532
H  -0.30834  0.44161  -2.69540
H  -0.26989  1.37197  -4.20816
H  -1.74373  1.14350  -3.26940
H  -1.03005  -2.78592  -4.11729
H  -0.25185  -1.85732  -2.82634

(5)
The following is a quantum chemistry calculation of a cluster of 2 separate species, C2H10N3 in total, from the OMol25 dataset.

The value obtained for the HOMO-LUMO gap is 10.71 eV. The total energy comes out at -6700.1279 eV. The net charge is +1. For the energy above the lowest of the compared OMol25 structures with the same formula, charge and spin, the calculation gives 87.9 kJ/mol.

Atoms and positions in Å:
C  1.92677  1.76289  0.18750
N  1.30237  0.71376  1.03338
H  2.22516  2.58037  0.82587
H  1.25202  2.11410  -0.58323
H  2.82638  1.41196  -0.29450
H  1.92428  -0.03601  1.29660
H  0.80442  1.14343  1.79619
H  0.39052  0.06654  -0.06762
N  -1.93497  -1.55154  0.21250
C  -1.44665  -0.78729  -0.76259
N  -0.20224  -0.41495  -0.88687
H  -2.94205  -1.49726  0.30260
H  -1.46202  -1.52047  1.09638
H  -2.16455  -0.48287  -1.52340
H  0.06744  -0.17464  -1.83031

(6)
The following is a quantum chemistry calculation of a cluster of 5 separate species, C22H39BN2O16P in total, from the OMol25 dataset.

The value obtained for the HOMO-LUMO gap is 6.67 eV. The total energy comes out at -69145.1896 eV. The net charge is +1.

Atoms and positions in Å:
N  2.27463  -0.21788  -0.95038
C  1.99657  -0.87947  -2.30017
C  0.47019  -1.46747  -2.45080
N  0.09501  -2.10204  -3.80640
C  -1.28689  -2.12966  -4.02725
C  -1.97648  -1.49960  -2.68002
C  -3.55573  -1.05937  -2.68355
B  -4.34353  -1.95389  -1.51019
O  -4.19045  -3.40968  -1.31875
O  -5.28472  -1.24993  -0.60285
C  -0.80869  -0.40166  -2.33626
P  -0.95016  0.70341  -0.78336
O  -1.84955  -0.09323  0.48968
O  -1.97493  2.08180  -1.23691
H  1.73939  -0.72489  -0.20353
H  1.95621  0.79544  -0.98675
H  2.23501  -0.07718  -3.12187
H  2.80784  -1.74480  -2.39743
H  0.40453  -2.32434  -1.62578
H  0.72366  -2.46664  -4.56414
H  -1.81961  -2.54081  -5.01150
H  -1.86314  -2.38779  -1.90965
H  -4.03831  -1.38375  -3.70812
H  -3.73958  0.06496  -2.40315
H  -3.31976  -3.63232  -0.83846
H  -5.95267  -0.82330  -1.23896
H  -0.69288  0.32238  -3.25112
H  -2.64740  0.49148  0.65368
H  -2.18265  2.04718  -2.22057
C  -2.53942  -0.90485  3.09011
C  -2.17093  -1.02660  4.55590
C  -1.02115  -0.15203  4.96647
O  -0.49688  -0.84479  6.08185
C  -0.77948  -2.16854  5.87411
O  -0.30306  -3.08829  6.51729
O  -1.66561  -2.32300  4.84320
H  -3.06044  -1.80317  2.74360
H  -3.18085  -0.03462  2.92275
H  -1.64951  -0.79363  2.45993
H  -3.05143  -0.86433  5.18355
H  -1.33542  0.85543  5.24409
H  -0.23055  -0.08310  4.20633
C  -7.29138  1.95027  0.46764
C  -6.14837  2.46316  1.32181
C  -5.64843  3.81943  0.91436
O  -4.31240  3.80116  1.37645
C  -3.91755  2.49026  1.34550
O  -2.76626  2.10988  1.47362
O  -4.98820  1.66212  1.14611
H  -7.34844  0.85776  0.50864
H  -8.24448  2.36922  0.80353
H  -7.15771  2.21972  -0.58639
H  -6.42058  2.42968  2.38027
H  -6.21090  4.63270  1.37593
H  -5.63004  3.97026  -0.17400
C  8.41699  -3.42656  -2.47559
C  7.24655  -2.46548  -2.40130
C  6.07569  -2.99522  -1.62420
O  4.99182  -2.28193  -2.18569
C  5.34776  -2.00597  -3.47894
O  4.58515  -1.58852  -4.33377
O  6.67478  -2.26630  -3.68658
H  9.04537  -3.20853  -3.34514
H  9.02799  -3.36386  -1.57034
H  8.07911  -4.46376  -2.58282
H  7.57732  -1.49240  -2.02811
H  6.15800  -2.80248  -0.55327
H  5.89524  -4.06775  -1.78151
C  2.85412  3.43078  3.06386
C  3.43558  2.86052  1.78486
C  4.65758  3.58557  1.29859
O  4.63338  3.32225  -0.09026
C  3.31514  3.15833  -0.42300
O  2.88733  3.12428  -1.56423
O  2.53909  3.04268  0.69782
H  1.79389  3.17465  3.15777
H  3.39103  3.04949  3.93740
H  2.91691  4.52495  3.08096
H  3.61446  1.78742  1.89445
H  5.57770  3.21261  1.75147
H  4.60557  4.67417  1.43951